No. 1
Molecular formula: H12IO6
Method: DFT, ωB97M-V/def2-TZVPD

Geometry as XYZ:
```
19
Properties=species:S:1:pos:R:3:forces:R:3:lowdin_charge:R:1
I -0.258521 0.359307 0.415290 0.0 0.1 0.0 0.179
O 1.097063 0.460029 3.799851 0.0 1.4 4.6 -0.124
H 0.351444 0.444246 4.489397 1.5 -0.3 -2.5 0.075
H 0.910567 0.116698 2.965714 -1.5 -1.0 -2.1 -0.145
O 2.132044 -2.490816 0.463139 -2.5 -0.4 -1.4 -0.092
H 2.881695 -1.990784 0.634996 2.4 1.3 0.8 -0.026
H 1.590072 -1.815516 -0.020188 0.0 -0.9 0.7 -0.043
O -3.515809 1.038624 1.984327 3.6 -3.0 -0.4 -0.240
H -2.521793 0.449905 1.852990 -4.1 2.9 0.3 0.016
H -3.255033 1.950001 2.112381 0.5 0.1 -0.1 -0.022
O -0.419290 1.305659 -3.279281 -0.5 2.5 -3.1 -0.101
H -0.607706 0.960866 -2.442156 -0.6 -0.5 2.4 -0.117
H -0.944099 2.157587 -3.421367 1.1 -2.0 0.7 0.073
O 2.720207 1.172578 -1.567332 2.4 3.2 -1.3 -0.036
H 3.123573 0.382078 -1.798309 0.8 -2.3 -0.5 -0.010
H 1.951058 1.012540 -1.116147 -3.2 -0.9 1.8 -0.160
O -1.808968 -2.143103 -1.484789 -2.6 -8.3 -6.7 -0.054
H -1.606535 -1.416111 -1.113444 2.5 8.5 4.5 -0.252
H -1.819967 -1.953789 -2.475074 0.1 -0.3 2.2 0.080
```
Forces are in eV/Å.

Values from the calculation:
Charge: -1
Kohn-Sham gap in eV: 8.3858
2S+1: 1
Lowest unoccupied orbital energy in eV: 3.18

No. 2
Molecular formula: H12LiO6
Method: DFT, ωB97M-V/def2-TZVPD

Geometry as XYZ:
```
19
Properties=species:S:1:pos:R:3:forces:R:3:lowdin_charge:R:1
Li 0.110693 -0.019649 -0.363121 -0.1 -0.1 0.5 0.720
O 0.928925 -1.356116 1.496524 -0.8 -0.1 0.5 -0.083
H 0.981618 -1.117817 2.441092 0.2 0.1 -0.5 0.072
H 0.135968 -1.925005 1.489084 0.6 0.2 -0.2 0.046
O 1.241572 -1.529513 -1.438396 0.4 1.1 -0.4 -0.063
H 1.921919 -0.973803 -1.836629 -0.3 0.7 -0.3 0.055
H 1.766399 -2.320353 -1.452948 -0.2 -1.3 0.5 0.060
O 1.944508 1.533459 -0.013168 -2.1 -4.8 3.4 -0.010
H 2.528291 0.747982 0.011808 -0.1 1.1 -0.1 0.067
H 2.232203 2.153933 -0.575972 2.0 3.4 -3.3 -0.016
O -0.972614 1.201671 1.882865 -3.3 -2.9 0.5 -0.071
H -1.986304 1.065873 2.077520 3.0 0.4 -0.5 0.120
H -0.898160 2.111288 1.744560 0.3 2.5 -0.2 0.001
O -0.935147 1.382459 -1.405923 -1.8 0.8 -3.2 -0.186
H -1.131819 1.469812 -2.470781 0.6 -0.2 4.3 0.168
H -1.730175 1.773123 -0.934029 1.4 -0.7 -1.1 0.076
O -1.689773 -1.272485 -0.204752 4.2 3.0 -5.6 0.014
H -2.324859 -1.327718 -0.904381 -0.3 0.1 -1.1 0.072
H -2.123245 -1.597140 0.456648 -3.8 -3.1 6.7 -0.041
```
Forces are in eV/Å.

Values from the calculation:
Charge: +1
Kohn-Sham gap in eV: 11.9384
2S+1: 1
Lowest unoccupied orbital energy in eV: -3.28

No. 3
Molecular formula: H12NO9
Method: DFT, ωB97M-V/def2-TZVPD

Geometry as XYZ:
```
22
Properties=species:S:1:pos:R:3:forces:R:3:lowdin_charge:R:1
N 0.415297 -0.613875 -0.442357 -6.2 0.7 3.0 -0.416
O -0.477864 -1.253216 -1.137084 3.4 -0.7 0.4 -0.068
O 0.163454 0.656814 -0.428557 2.5 -0.7 -0.5 -0.111
O 0.945746 -1.123574 0.592553 0.5 0.5 -2.6 -0.022
O 3.336205 -2.615136 1.085190 0.4 -1.4 -1.4 -0.015
H 2.646897 -2.018773 1.249502 -3.1 1.2 -1.2 -0.037
H 3.754686 -2.300378 1.836397 2.8 0.1 2.5 -0.013
O -0.838273 -4.081329 0.344369 -1.5 4.0 0.4 -0.158
H -0.991125 -3.077407 -0.004281 1.0 -3.3 0.5 0.080
H -1.226298 -3.923004 1.244857 0.6 -0.6 -1.0 0.030
O 0.456096 1.382686 2.482136 -3.3 -1.6 -1.7 -0.050
H 1.306784 1.626307 2.657480 3.5 1.0 0.8 -0.038
H 0.527226 0.876346 1.628151 -0.2 0.6 0.8 0.017
O -2.842627 0.047614 -1.636473 1.1 -1.5 -0.3 -0.114
H -2.592759 0.813484 -1.127126 -0.3 0.9 0.2 -0.056
H -1.979273 -0.459580 -1.572573 -1.3 0.5 -0.3 0.001
O -2.198434 2.424107 -0.459761 0.0 3.0 -2.1 -0.096
H -2.013828 3.149001 -1.192625 -0.5 -2.4 2.3 0.122
H -1.334386 2.059401 -0.281100 0.7 -0.3 0.1 -0.012
O 0.948463 2.937495 -1.972353 1.2 3.8 2.5 -0.142
H 0.780974 2.017689 -1.806974 -0.1 -0.8 1.1 -0.036
H 1.213039 3.475329 -1.059372 -1.2 -2.9 -3.6 0.133
```
Forces are in eV/Å.

Values from the calculation:
Charge: -1
Kohn-Sham gap in eV: 9.6706
2S+1: 1
Lowest unoccupied orbital energy in eV: 2.98

No. 4
Molecular formula: H12NaO6
Method: DFT, ωB97M-V/def2-TZVPD

Geometry as XYZ:
```
19
Properties=species:S:1:pos:R:3:forces:R:3:lowdin_charge:R:1
Na -18.369790 -3.777000 0.947710 -0.1 0.1 0.0 0.923
O -15.072290 -4.328830 -1.547720 -0.3 0.0 0.4 -0.055
H -15.195210 -5.110660 -2.086120 0.1 -0.3 -0.2 0.033
H -14.959010 -3.618180 -2.178890 0.1 0.2 -0.2 0.035
O -22.014710 -2.416660 0.809150 0.4 -0.2 -0.1 -0.055
H -22.316780 -2.765070 1.647950 -0.2 -0.1 0.2 0.031
H -22.461750 -1.574550 0.724080 -0.1 0.3 -0.1 0.039
O -18.250150 -7.811460 1.000240 0.0 0.5 0.0 -0.058
H -18.866480 -8.531900 0.868560 -0.2 -0.2 0.0 0.037
H -17.387960 -8.206530 0.870790 0.3 -0.1 0.0 0.034
O -17.915470 -0.253170 -1.237240 0.0 -0.4 0.2 -0.057
H -18.065520 -0.220180 -2.182030 0.0 0.0 -0.3 0.033
H -18.071150 0.642660 -0.938110 0.0 0.2 0.1 0.036
O -20.738120 -5.105230 4.217010 0.1 0.2 -0.3 -0.058
H -21.045020 -6.011380 4.186510 -0.1 -0.3 0.0 0.034
H -20.779900 -4.868760 5.143600 0.0 0.1 0.3 0.035
O -17.439020 -0.774490 3.488670 -0.1 -0.3 -0.3 -0.057
H -18.010840 -0.503960 4.207060 -0.2 0.1 0.2 0.034
H -16.586380 -0.397420 3.705600 0.3 0.1 0.0 0.036
```
Forces are in eV/Å.

Values from the calculation:
Charge: +1
Kohn-Sham gap in eV: 10.3331
2S+1: 1
Lowest unoccupied orbital energy in eV: -4.05

No. 5
Molecular formula: H12O6
Method: DFT, ωB97M-V/def2-TZVPD

Geometry as XYZ:
```
18
Properties=species:S:1:pos:R:3:forces:R:3:lowdin_charge:R:1
O 2.785437 -0.237090 -0.016986 0.0 -0.4 -0.5 -0.176
H 2.160763 -0.190468 -0.780781 0.2 0.2 0.2 -0.011
H 3.459312 0.411219 -0.264759 -0.1 0.1 0.2 0.019
O -0.996154 -1.268502 2.019862 -0.2 0.1 -0.1 -0.174
H -0.428183 -1.940399 1.620811 0.1 0.1 0.1 0.015
H -0.493706 -0.419011 1.866242 0.1 -0.4 0.1 -0.006
O 0.652026 0.746509 1.391533 0.1 -0.1 -0.2 -0.294
H 0.925375 1.312998 2.139691 0.1 0.1 0.0 -0.023
H 1.487802 0.316577 1.054564 -0.4 0.5 0.3 -0.001
O -2.462081 -1.103824 -0.234594 -0.2 -0.1 0.0 -0.134
H -2.178791 -1.222509 0.704134 0.2 0.1 -0.1 0.000
H -3.412892 -0.957259 -0.213904 0.0 0.0 0.0 0.035
O -1.219509 1.263632 -1.081461 0.0 -0.3 0.4 -0.137
H -0.803431 1.636602 -0.285100 0.0 0.0 0.0 0.011
H -1.588986 0.412261 -0.743208 0.0 0.3 -0.2 -0.003
O 1.202379 0.584411 -2.124690 0.1 -0.1 0.0 -0.146
H 0.299590 0.782625 -1.760632 0.1 -0.1 -0.2 -0.005
H 1.100946 -0.100633 -2.792214 -0.2 0.0 0.0 0.029
```
Forces are in eV/Å.

Values from the calculation:
⟨S²⟩: 0.751
Charge: -1
Kohn-Sham gap (alpha / beta) in eV: 2.7790 / 10.9375
2S+1: 2
Lowest unoccupied orbital energy (alpha / beta) in eV: 3.67 / 3.47

No. 6
Molecular formula: H12O6
Method: DFT, ωB97M-V/def2-TZVPD

Geometry as XYZ:
```
18
Properties=species:S:1:pos:R:3:forces:R:3:lowdin_charge:R:1
O 9.813946 10.324422 0.048383 0.1 0.2 -0.1 -0.069
H 9.471311 10.710763 0.870163 0.0 -0.1 -0.3 -0.001
H 9.074726 10.410176 -0.574351 -0.1 -0.1 0.2 0.012
O 5.849145 10.102564 1.656758 0.2 0.0 0.0 -0.066
H 5.496202 9.318865 2.089087 0.0 0.0 -0.1 0.040
H 6.779355 10.159146 1.927831 -0.2 0.0 0.0 0.001
O 11.476966 12.352306 -1.774285 -0.1 0.0 0.0 -0.061
H 10.787929 11.716293 -1.539127 0.1 0.0 0.1 -0.002
H 11.628610 12.841659 -0.959715 0.0 -0.1 0.0 0.031
O 8.348418 11.360239 2.333680 0.1 0.1 0.2 -0.041
H 8.800074 11.315514 3.186147 -0.1 0.0 -0.1 0.076
H 7.888977 12.209650 2.328745 0.1 -0.1 0.0 0.076
O 12.027689 8.816447 -1.804778 0.0 0.1 0.1 -0.065
H 11.687106 9.505663 -1.217844 0.0 -0.1 0.0 -0.003
H 12.498746 8.213421 -1.221780 0.0 0.0 0.0 0.029
O 7.263669 11.072309 -1.287188 0.0 0.1 0.1 -0.045
H 6.524352 10.958884 -0.674220 0.1 -0.1 0.0 0.033
H 7.260407 12.003059 -1.537588 -0.1 -0.1 0.0 0.054
```
Forces are in eV/Å.

Values from the calculation:
Kohn-Sham gap in eV: 10.5933
Structure (SMILES): O.O.O.O.O.O
2S+1: 1
Lowest unoccupied orbital energy in eV: -0.07

Let's list energy relative to the best compared isomer or geometry (same formula, charge and spin) in order: 53.4; 40.0; 57.4; 52.6; 0.0; 23.2 kcal per mole.